# 1
{
  "formula": "C10H13BrNOS",
  "method": "ωB97M-V/def2-TZVPD",
  "species": ["C", "C", "C", "C", "C", "C", "C", "C", "C", "C", "N", "O", "S", "Br", "H", "H", "H", "H", "H", "H", "H", "H", "H", "H", "H", "H", "H"],
  "xyz": [[0.961492, -0.295987, -2.712849], [0.709849, 0.456675, -1.590322], [1.394459, -1.570005, -2.607102], [1.214392, -1.452002, -0.208276], [0.831576, -0.133225, -0.323031], [1.477217, -2.181787, -1.365307], [-1.952936, -0.145402, 0.928760], [-2.406893, 1.324527, 0.809275], [-0.132649, 1.945893, 0.779047], [0.569923, 0.627728, 0.903877], [-0.754736, -0.445803, 1.731435], [-1.345874, 2.055295, 0.091242], [1.893767, 0.738429, 2.066603], [1.812696, -4.086792, -0.990508], [1.047743, 0.179056, -3.609305], [0.341553, 1.419136, -1.787941], [1.609405, -2.110258, -3.586576], [1.387594, -1.709284, 0.748734], [-2.841519, -0.769496, 1.222127], [-1.563233, -0.205595, -0.073621], [-3.280050, 1.385405, 0.159120], [-2.617441, 1.791714, 1.711712], [-0.327864, 2.418268, 1.848004], [0.536867, 2.577117, 0.278935], [-0.831033, -0.295437, 2.694880], [-0.533317, -1.432692, 1.512312], [2.799012, -0.085480, 1.368776]],
  "forces_ev_per_a": [[0.7655, 0.3659, 2.1956], [-0.4439, -0.9792, 0.5911], [0.4939, -3.0863, -1.6962], [0.0092, 1.2460, -3.4942], [-0.2598, 0.8133, -1.3955], [-0.0889, -1.2650, 1.3964], [-1.6091, 0.8668, -0.0707], [1.7853, -0.5196, -1.8195], [-1.7554, 1.3535, 2.8829], [-0.8702, -1.0902, 1.1971], [0.6957, 0.3812, -3.0011], [-0.9478, -1.3657, 0.6102], [0.9980, -0.6912, -0.6274], [-0.0238, 1.3636, -0.7689], [-0.3663, 1.1395, -2.5145], [-0.2652, 1.3554, 0.3754], [-0.1575, 0.4369, 1.7005], [0.5756, -2.0323, 2.8925], [1.0940, 0.2348, -0.6016], [-0.5394, -1.3996, -0.6764], [0.0977, -0.2035, 0.0995], [-0.3116, 1.0560, 1.8670], [0.8155, -0.9656, -1.6899], [1.1766, 1.0543, -0.6267], [-0.0392, 0.3474, 1.8780], [0.1978, 0.7016, 0.5303], [-1.0267, 0.8820, 0.7661]],
  "homo_energy_ha": -0.4665,
  "total_energy_ha": -3490.72329,
  "total_charge": 1
}

***

# 2
{
  "formula": "C31H36BiFN5O4P",
  "method": "ωB97M-V/def2-TZVPD",
  "species": ["Bi", "O", "C", "O", "C", "C", "C", "C", "C", "N", "C", "O", "O", "H", "H", "H", "C", "C", "C", "C", "C", "C", "C", "C", "C", "C", "C", "C", "N", "C", "C", "C", "C", "C", "C", "F", "H", "H", "H", "H", "H", "H", "H", "H", "H", "H", "H", "H", "H", "H", "H", "H", "H", "H", "H", "H", "H", "C", "N", "C", "N", "C", "N", "C", "P", "C", "C", "H", "H", "H", "H", "H", "H", "H", "H", "H", "H", "H", "H"],
  "xyz": [[-0.100441, 0.750321, 0.903928], [3.658900, 2.398882, 2.239902], [2.562093, 2.188553, 1.766960], [1.597657, 1.501063, 2.279975], [2.199299, 2.839334, 0.433998], [2.977187, 3.809390, -0.169969], [2.531975, 4.381380, -1.353754], [1.296007, 4.015166, -1.869050], [0.550739, 3.076554, -1.179483], [1.030370, 2.488218, -0.091381], [-0.876132, 2.720591, -1.543900], [-1.398975, 3.240788, -2.510826], [-1.419518, 1.897942, -0.714832], [3.901241, 4.099986, 0.308073], [3.137811, 5.118640, -1.863490], [0.886665, 4.445630, -2.771007], [4.224026, -0.819612, -2.286481], [3.895092, 0.221804, -1.205349], [4.929147, 1.354892, -1.293807], [3.861249, -0.398433, 0.181167], [5.065135, -0.589439, 0.847861], [5.100298, -1.088951, 2.135105], [3.922702, -1.451924, 2.757836], [2.695017, -1.322238, 2.121296], [1.454802, -1.823040, 2.843149], [1.513056, -3.341449, 3.038914], [1.265457, -1.134948, 4.201458], [2.661060, -0.770046, 0.827532], [1.414429, -0.597436, 0.133425], [1.242571, -1.458381, -0.956381], [1.536373, -2.823599, -0.860310], [1.380976, -3.677157, -1.939535], [0.951319, -3.194087, -3.166209], [0.699993, -1.837141, -3.306388], [0.839688, -1.007620, -2.214736], [0.680939, 0.326789, -2.400364], [4.097862, -0.383659, -3.279619], [3.582339, -1.694750, -2.216370], [5.260245, -1.146637, -2.183072], [2.911376, 0.645006, -1.413252], [5.926944, 0.948282, -1.464817], [4.956247, 1.941071, -0.376684], [4.698211, 2.023184, -2.125169], [5.990602, -0.331281, 0.349895], [6.043104, -1.176956, 2.658711], [3.965042, -1.859024, 3.760277], [0.580329, -1.606447, 2.220248], [2.359033, -3.618186, 3.668251], [1.612506, -3.859963, 2.084347], [0.599576, -3.690837, 3.523233], [2.070485, -1.410882, 4.883064], [0.316268, -1.437522, 4.649071], [1.277615, -0.054867, 4.090628], [1.917837, -3.189130, 0.084264], [1.603770, -4.729403, -1.820274], [0.835666, -3.851750, -4.016456], [0.424497, -1.414514, -4.263664], [-5.006225, -0.282834, -2.041485], [-4.875613, -0.816485, -0.690235], [-4.862892, -2.272444, -0.757805], [-3.813673, -2.800698, -1.622784], [-3.972377, -2.221326, -2.951578], [-3.969785, -0.765911, -2.943858], [-2.671574, -0.211963, -2.611424], [-2.084863, -0.693724, -0.890424], [-3.698841, -0.290497, -0.014040], [-2.492428, -2.530139, -1.068100], [-4.961643, 0.806971, -2.004199], [-5.977856, -0.588730, -2.437243], [-5.827578, -2.607249, -1.147239], [-4.729832, -2.676393, 0.248562], [-4.929833, -2.558752, -3.357161], [-3.168931, -2.581137, -3.598652], [-2.721619, 0.873668, -2.670882], [-1.941101, -0.561988, -3.341275], [-3.786467, 0.795278, 0.061559], [-3.659879, -0.712975, 0.995610], [-2.433520, -2.997899, -0.080142], [-1.734392, -2.994088, -1.702166]],
  "forces_ev_per_a": [[0.2621, 0.2820, -0.0645], [-0.1194, 0.0153, -0.0515], [0.1554, 0.1398, 0.0165], [-0.3408, -0.1604, -0.1890], [0.1324, 0.0831, 0.0862], [0.0245, 0.0273, 0.0297], [-0.0456, -0.1085, 0.0169], [0.0580, 0.0070, 0.0411], [-0.0097, 0.0897, -0.2503], [0.0782, 0.1873, 0.1180], [-0.1806, -0.0283, -0.0583], [0.0995, -0.0688, 0.0221], [0.1638, -0.0433, 0.2353], [0.0327, -0.0519, -0.0216], [-0.0059, 0.0298, 0.0144], [-0.0544, 0.0226, 0.0300], [-0.1706, 0.0626, 0.0588], [0.1578, -0.0243, -0.0228], [-0.0886, -0.0047, 0.0406], [-0.1516, 0.0098, 0.0764], [-0.0306, -0.0789, -0.0415], [0.0505, 0.0241, -0.0175], [-0.0039, -0.0516, 0.0611], [-0.0645, -0.0187, -0.1915], [0.1569, 0.0927, 0.1864], [-0.1491, 0.0621, -0.1550], [-0.0685, -0.0171, -0.1934], [0.1957, -0.0172, 0.1035], [0.0056, 0.1708, -0.1016], [-0.1314, -0.1779, -0.2221], [-0.1486, 0.1263, 0.0169], [0.0433, -0.1275, 0.0446], [-0.0027, 0.0696, -0.0001], [-0.1125, 0.0003, -0.0705], [0.2801, -0.0068, 0.0674], [-0.2212, 0.0291, 0.0873], [0.0558, -0.0005, -0.0246], [-0.0150, -0.0684, -0.0390], [0.0122, -0.0265, 0.0097], [-0.0546, -0.0351, 0.0223], [0.0387, 0.0508, 0.0158], [0.0139, 0.0433, 0.0292], [0.0095, -0.0414, -0.0544], [0.0121, 0.0749, 0.0458], [0.0126, -0.0709, -0.0133], [-0.0400, 0.0112, 0.0299], [0.0100, -0.0872, -0.0114], [0.0276, 0.0039, 0.0028], [0.0167, -0.0559, 0.0572], [0.0048, -0.0431, 0.0204], [-0.0267, -0.0140, 0.0482], [0.0315, -0.0393, 0.0458], [0.0194, 0.1184, 0.0277], [-0.0485, -0.0420, -0.0311], [0.0219, -0.0016, -0.0027], [0.0169, -0.0269, 0.0091], [-0.0290, 0.0652, 0.0183], [0.0533, -0.0440, 0.0099], [-0.2715, 0.0252, 0.1175], [0.0826, 0.0213, -0.0211], [-0.1000, -0.1673, 0.0195], [0.0173, 0.0156, 0.0731], [-0.1220, 0.0258, -0.2126], [0.3553, 0.1132, 0.1588], [-0.9131, -0.8940, -0.1980], [0.2883, 0.1167, -0.0462], [0.3090, 0.2351, 0.1159], [-0.0408, -0.0080, -0.0041], [0.0149, 0.0120, 0.0149], [0.0162, 0.0198, 0.0144], [-0.0311, -0.0009, -0.0119], [0.0320, -0.0065, 0.0030], [-0.0148, 0.0150, 0.0060], [0.1258, 0.0854, 0.0226], [0.0956, 0.0239, -0.0111], [0.0306, -0.0024, 0.0683], [0.0114, 0.0908, 0.0026], [0.0985, -0.0011, -0.0397], [0.0766, -0.0358, 0.0102]],
  "homo_energy_ha": -0.2973,
  "total_energy_ha": -2433.52543,
  "total_charge": 0
}

***

# 3
{
  "formula": "C21H18F5NSV",
  "method": "ωB97M-V/def2-TZVPD",
  "species": ["V", "C", "C", "C", "C", "C", "C", "H", "H", "H", "H", "H", "H", "F", "C", "C", "F", "C", "F", "C", "S", "C", "F", "C", "F", "C", "N", "C", "C", "C", "C", "C", "C", "C", "C", "H", "H", "H", "H", "H", "H", "H", "H", "H", "H", "H", "H"],
  "xyz": [[-0.900615, 0.197607, -0.361283], [-0.943184, 3.403493, 0.565797], [-0.928622, 3.207896, -0.827554], [-1.741680, 2.222791, -1.428932], [-2.633465, 1.452484, -0.626040], [-2.485386, 1.478244, 0.791899], [-1.560265, 2.413122, 1.398818], [-0.504686, 4.289707, 0.981354], [-0.330724, 3.874861, -1.455400], [-1.759848, 2.062239, -2.501008], [-3.377324, 0.825639, -1.153979], [-3.099429, 0.839454, 1.441407], [-1.438772, 2.389192, 2.466176], [3.465663, -0.416622, 5.903900], [2.515349, -0.543864, 4.969449], [2.452376, 0.402803, 3.929899], [3.347279, 1.412816, 3.821689], [1.393038, 0.374474, 3.045338], [1.205020, 1.467466, 2.260970], [0.521765, -0.759798, 2.962598], [-0.744854, -0.945679, 1.645904], [0.633443, -1.701491, 4.001352], [-0.106836, -2.815067, 3.955461], [1.628084, -1.611175, 5.008956], [1.726731, -2.574001, 5.962618], [1.830394, -0.720378, -0.616683], [0.967920, 0.293165, -1.314649], [1.780749, 1.564500, -1.352676], [0.691894, -0.147456, -2.695735], [-0.250433, -1.322948, -2.629081], [-0.344709, -2.242570, -3.685120], [-1.438867, -3.077475, -3.760592], [-2.478353, -3.011392, -2.786943], [-2.329792, -2.139902, -1.698742], [-1.223962, -1.272610, -1.618605], [2.726017, -0.885255, -1.186863], [1.224500, -1.657173, -0.490536], [2.081480, -0.332520, 0.346236], [2.770947, 1.335474, -1.691498], [1.911569, 1.983708, -0.365672], [1.328449, 2.318758, -1.987301], [1.649773, -0.456125, -3.152278], [0.243756, 0.681525, -3.269138], [0.441515, -2.321295, -4.443827], [-1.494432, -3.757219, -4.609603], [-3.348443, -3.653038, -2.840324], [-3.073030, -2.126366, -0.909760]],
  "forces_ev_per_a": [[1.1455, 1.4679, 1.3633], [-0.6175, -1.8146, 0.0220], [-0.7709, -0.0154, 0.1142], [-0.0714, 0.2031, 0.6151], [-0.4804, 0.3047, -0.1107], [0.1839, 1.5035, 0.3538], [-1.2735, 0.0551, -2.3457], [0.5296, -0.0134, 0.2693], [-0.2813, -0.2064, 0.2133], [-0.0082, 0.2896, 0.0314], [0.4205, 0.3870, 0.6245], [0.4110, 0.3204, -0.3976], [0.0296, 0.1681, 0.1916], [-0.0655, -0.1064, -0.1529], [0.3194, 0.1121, -0.2573], [-0.2631, 0.2453, 0.2502], [-0.4106, -0.5407, 0.5115], [-0.7027, -1.1079, -0.0567], [0.2188, -0.7562, -0.0467], [-0.4469, 1.0123, -0.4253], [1.2367, -1.0204, 2.3381], [0.9433, 0.0063, -0.3550], [0.0350, 0.3019, 0.2349], [-0.6620, -0.1038, -0.4883], [-0.0476, 0.9109, -0.7865], [-1.7598, -0.6250, -0.4646], [1.6651, 0.8749, 0.1697], [-0.7680, -0.6582, 0.2536], [0.6545, -0.9192, 0.1800], [-1.0223, -0.0354, -0.9001], [0.4304, 0.2730, 0.3852], [-1.0692, -0.2624, 0.3672], [1.1474, 0.3089, 0.0084], [0.5327, -0.4598, -0.8953], [-0.4353, -0.7686, -0.9548], [0.5432, -0.2293, -0.3853], [0.8150, 0.8189, -0.1465], [0.1564, 0.1878, 0.6767], [0.6583, -0.1502, -0.5707], [-0.2852, -0.0136, 0.4442], [-0.1081, -0.1206, -0.1649], [-0.2034, 0.3184, -0.2173], [0.2211, -0.2119, 0.2356], [-0.2571, 0.1570, 0.1866], [-0.1903, -0.0004, 0.2766], [0.0409, -0.0577, -0.1747], [-0.1381, -0.0296, -0.0198]],
  "homo_energy_ha": [-0.2419, -0.2868],
  "total_energy_ha": -2707.18334,
  "total_charge": 0,
  "spin_multiplicity": 4,
  "s_squared": 3.7757
}